{"formula": "C13H21P", "method": "ωB97M-V with the def2-TZVPD basis set", "lumo_ev": 0.907, "total_charge": 0, "smiles": "CCC1(CC)CCCP1C1C=CC=C1", "e_above_lowest_kj_mol": 261.29, "homo_energy_ev": -8.14, "molar_mass_g_mol": 208.28, "homo_lumo_gap_ev": 9.049, "fmax_ev_per_a": 3.92, "species": ["C", "C", "C", "C", "C", "C", "C", "C", "C", "C", "C", "C", "C", "P", "H", "H", "H", "H", "H", "H", "H", "H", "H", "H", "H", "H", "H", "H", "H", "H", "H", "H", "H", "H", "H"], "xyz": [[-4.05683, 0.50227, 0.18400], [-3.33018, 0.13015, 1.27957], [-3.52622, -0.34410, -0.88019], [-2.13141, -0.65071, 0.92762], [-0.56635, 1.32816, -1.71300], [0.23027, 0.02110, -1.40956], [-1.10824, 1.76726, -0.27945], [-2.48323, -1.09258, -0.50156], [0.70962, -0.04280, 0.11814], [2.12861, -2.12296, -0.28060], [1.94917, 1.54886, 1.65418], [1.04789, -1.50106, 0.54596], [1.84647, 0.95126, 0.28157], [-0.62110, 0.56837, 1.13792], [-4.97288, 1.08562, -0.00753], [-3.60705, 0.55005, 2.22966], [-3.92054, -0.55045, -1.84199], [-1.78738, -1.46906, 1.53756], [-0.13654, 2.17932, -2.20286], [-1.48218, 1.00338, -2.24466], [-0.41162, -0.78891, -1.68710], [1.04884, 0.08596, -2.02545], [-0.58845, 2.65327, -0.02065], [-2.20415, 1.93458, -0.27453], [-1.86249, -1.81302, -0.97232], [1.87644, -2.30736, -1.38914], [2.58272, -3.16306, 0.13820], [2.94257, -1.36212, -0.34212], [1.07240, 2.28531, 1.82439], [2.90833, 2.13818, 1.91384], [1.80017, 0.73853, 2.49019], [1.58111, -1.42314, 1.52837], [0.19682, -2.24063, 0.60872], [2.72212, 0.43091, -0.00529], [1.67617, 1.95696, -0.22521]], "forces_ev_per_angstrom": [[0.356, -1.892, -0.265], [-1.273, 1.953, 0.259], [0.301, -1.022, -0.963], [0.183, -0.443, -1.452], [-2.312, -1.631, 2.717], [-0.710, 1.555, 1.518], [-0.255, -0.598, -0.184], [0.695, 1.516, 2.431], [-1.165, -1.440, -2.335], [2.030, -1.800, -1.971], [-0.075, 0.292, 3.817], [0.753, -0.329, 0.940], [-0.513, 2.098, 0.299], [-3.009, 1.083, -0.884], [0.739, -0.172, 0.823], [0.512, -0.045, 0.527], [-0.751, 0.516, -0.864], [-0.420, -0.382, 0.602], [0.757, 0.023, -0.309], [0.619, 0.417, -0.175], [0.126, -0.586, -0.009], [2.316, -0.610, -1.497], [0.141, 1.317, 0.369], [0.822, 0.122, 0.114], [-0.126, -0.434, -0.733], [0.019, 0.120, 1.653], [-1.152, 2.570, -0.811], [-0.108, -1.017, 0.089], [1.508, -1.089, -0.158], [-1.344, -1.058, -0.773], [0.468, 1.520, -1.310], [-1.082, -0.134, -0.166], [0.484, 1.270, 0.127], [1.199, 0.174, -0.539], [0.265, -1.866, -0.886]]}

---

{"formula": "C33H72BEuGeN3O8Si3", "method": "ωB97M-V with the def2-TZVPD basis set", "lumo_ev": [-1.840, -1.419], "total_charge": 0, "homo_energy_ev": [-7.08, -7.13], "molar_mass_g_mol": 958.60, "homo_lumo_gap_ev": [5.239, 5.710], "fmax_ev_per_a": 2.05, "spin_multiplicity": 8, "species": ["Eu", "C", "C", "C", "C", "O", "Ge", "O", "C", "C", "C", "C", "O", "C", "C", "C", "C", "H", "H", "H", "H", "H", "H", "H", "H", "H", "H", "H", "H", "H", "H", "H", "H", "H", "H", "H", "H", "H", "H", "H", "H", "H", "H", "H", "N", "N", "C", "O", "O", "H", "H", "H", "C", "Si", "C", "C", "C", "Si", "C", "C", "C", "Si", "C", "C", "C", "C", "C", "C", "C", "N", "H", "H", "H", "H", "H", "H", "H", "H", "H", "H", "H", "H", "H", "H", "H", "H", "H", "H", "H", "H", "H", "H", "H", "H", "H", "H", "H", "H", "O", "H", "H", "C", "C", "C", "O", "B", "O", "C", "C", "C", "H", "H", "H", "H", "H", "H", "H", "H", "H", "H", "H", "H"], "xyz": [[0.53215, 0.03010, -0.11726], [1.96093, 3.80434, -2.14622], [0.95589, 3.85234, -0.98459], [1.26018, 5.11287, -0.13530], [-0.48788, 3.79027, -1.44219], [1.17326, 2.59864, -0.11364], [1.90878, 2.76354, 1.63034], [0.26018, 2.42185, 2.62597], [-0.12107, 3.16908, 3.90782], [-1.43902, 3.86466, 3.65600], [0.95018, 4.19797, 4.25383], [-0.26517, 2.11758, 4.99244], [2.35238, 0.81327, 1.47000], [3.62978, 0.36515, 2.12236], [4.78459, 1.17411, 1.51079], [3.50846, 0.71355, 3.62626], [3.73779, -1.15583, 1.95347], [1.89198, 4.77449, -2.64299], [1.65831, 3.00197, -2.83300], [2.98122, 3.64672, -1.74334], [1.03726, 6.00499, -0.69961], [2.32616, 5.13186, 0.14131], [0.66008, 5.14142, 0.77878], [-0.64504, 4.70242, -2.07104], [-1.17168, 3.77776, -0.58920], [-0.58932, 2.92353, -2.08882], [-1.38465, 4.59556, 2.85146], [-1.77276, 4.34018, 4.59831], [-2.16797, 3.09558, 3.37318], [1.16476, 4.88624, 3.42054], [1.88575, 3.68570, 4.55443], [0.59028, 4.77061, 5.11344], [-1.04621, 1.40656, 4.71371], [-0.53747, 2.59981, 5.93830], [0.69573, 1.57332, 5.11689], [4.60535, 2.23040, 1.69639], [4.85525, 0.94760, 0.44522], [5.70163, 0.87719, 2.02430], [3.56810, 1.79853, 3.82498], [4.34340, 0.23354, 4.14277], [2.54215, 0.32733, 3.97454], [3.37208, -1.49303, 0.99491], [4.75927, -1.51058, 2.06422], [3.15208, -1.60828, 2.76669], [2.71107, 0.32008, -1.68150], [2.30720, 0.51990, -3.02020], [0.94948, 0.57993, -3.45028], [0.74810, 0.69283, -4.65316], [0.12822, 0.44540, -2.44360], [3.42292, -0.41746, -1.69390], [3.11797, 1.20157, -1.33180], [3.03359, 0.58698, -3.71396], [2.94198, -5.27876, -2.01417], [2.50156, -3.41766, -2.17534], [2.33291, -3.05854, -4.02161], [4.19180, -2.55457, -1.81592], [1.02732, -2.96408, -1.11844], [1.02950, -3.79481, 0.57857], [-0.29111, -5.13626, 0.77230], [2.67147, -4.67029, 0.96506], [0.57774, -2.72960, 2.11761], [-0.50837, -3.24020, -2.12710], [-0.94116, -2.31249, -3.73020], [-0.71810, -5.06127, -2.69610], [-1.98569, -2.71474, -1.07451], [-3.20718, -3.37623, -1.26224], [-4.21186, -3.27943, -0.30316], [-4.01945, -2.33031, 0.70586], [-2.86592, -1.54499, 0.70105], [-1.85196, -1.74065, -0.14633], [3.15836, -5.76027, -2.98839], [2.11970, -5.83268, -1.51194], [3.82594, -5.47434, -1.39054], [3.34405, -3.23050, -4.47731], [2.06633, -2.00003, -4.22224], [1.61244, -3.68576, -4.57323], [4.96505, -3.31875, -1.73111], [4.26074, -1.93158, -0.90406], [4.50799, -1.94254, -2.69256], [-0.10729, -6.02198, 0.12117], [-1.31439, -4.75447, 0.56093], [-0.30151, -5.46431, 1.82730], [2.53539, -5.71313, 0.61359], [2.80955, -4.70392, 2.06182], [3.54287, -4.19308, 0.48132], [0.94854, -1.68692, 2.06741], [1.08563, -3.14213, 3.00268], [-0.52046, -2.70367, 2.30095], [-0.09818, -2.24936, -4.46848], [-1.28084, -1.27547, -3.51177], [-1.78022, -2.86997, -4.22454], [-0.07671, -5.19508, -3.59923], [-1.75958, -5.22444, -3.00289], [-0.46013, -5.80068, -1.92964], [-3.34376, -4.02219, -2.15301], [-5.09946, -3.89877, -0.35415], [-4.71189, -2.22422, 1.52090], [-2.76255, -0.72784, 1.42915], [-0.78964, 0.24381, 1.97116], [-0.39909, 1.15847, 2.31456], [-0.57685, -0.46160, 2.62637], [-5.52964, 0.87496, -1.45736], [-4.35911, 1.83157, -1.29388], [-4.35800, 2.81300, -2.47627], [-3.08663, 0.99834, -1.43047], [-2.25279, 1.34055, -0.41314], [-2.79091, 2.22527, 0.48523], [-4.22281, 2.49208, 0.07900], [-4.38007, 4.02189, 0.11316], [-5.08309, 1.88612, 1.18766], [-5.41161, 0.33137, -2.40954], [-6.51332, 1.37196, -1.46514], [-5.53264, 0.13257, -0.65547], [-4.33565, 2.20598, -3.41526], [-3.51133, 3.49887, -2.42280], [-5.28965, 3.40786, -2.49240], [-3.53159, 4.47105, -0.43214], [-4.28864, 4.37436, 1.13263], [-5.34023, 4.32646, -0.33546], [-4.91986, 0.80008, 1.31104], [-6.16032, 2.11040, 1.04784], [-4.77129, 2.37341, 2.13518]], "forces_ev_per_angstrom": [[0.477, -0.357, -1.918], [-0.647, -0.381, 0.604], [0.681, -0.878, 1.559], [0.123, -0.866, 0.089], [0.650, 1.073, -0.603], [-0.417, 0.409, -0.470], [0.056, -0.424, 0.265], [0.047, 0.960, 1.011], [0.826, -0.554, -1.796], [-0.502, -0.465, 0.296], [0.390, -0.401, 0.199], [0.584, -0.138, 0.006], [0.058, -0.236, -0.087], [-1.190, 1.114, -0.075], [-0.439, -0.911, 0.300], [0.066, -0.117, -0.551], [-0.166, 0.533, 0.806], [0.240, -0.131, -0.207], [0.413, 0.280, 0.075], [-0.493, 0.098, -0.344], [-0.093, 0.288, -0.316], [-0.370, 0.072, -0.071], [-0.015, -0.044, -0.027], [-0.233, -0.620, 0.441], [0.097, 0.010, -0.196], [-0.338, -0.236, 0.015], [0.100, 0.078, 0.034], [0.063, -0.074, -0.503], [-0.052, 0.251, -0.018], [-0.146, -0.254, 0.329], [-0.352, 0.358, -0.213], [0.108, 0.064, -0.067], [0.030, 0.009, 0.094], [0.046, -0.174, -0.076], [-0.586, 0.305, 0.011], [0.118, 0.074, -0.220], [0.172, 0.187, 0.003], [0.123, 0.069, -0.195], [-0.087, -0.406, -0.213], [-0.168, -0.019, 0.219], [0.308, 0.054, 0.161], [-0.206, -0.063, -0.328], [0.203, 0.097, 0.012], [0.067, -0.139, -0.437], [-0.129, 0.423, -0.129], [-0.215, 0.074, -0.396], [0.853, -0.809, 0.890], [-0.258, 0.166, 1.027], [0.012, 0.232, 0.364], [-0.376, 0.343, 0.300], [-0.130, -0.568, -0.030], [-0.129, 0.032, -0.094], [-0.153, -0.540, -0.031], [0.225, -0.075, 0.340], [0.298, 0.185, -0.622], [0.081, 0.486, -0.118], [0.109, 0.625, 0.409], [-0.375, 0.064, -0.861], [-0.377, -0.396, -0.088], [-0.260, 0.011, 0.310], [-0.034, 0.612, -0.017], [0.527, 0.023, -0.460], [0.290, 0.326, -0.550], [0.076, 0.341, -0.059], [-0.462, 0.004, -0.079], [-0.351, -0.498, -0.062], [0.571, 0.750, -0.157], [0.415, -0.239, -0.141], [-0.561, 0.032, 0.205], [0.330, -0.128, 0.118], [-0.282, 0.265, 0.329], [0.338, 0.218, -0.563], [-0.154, 0.242, -0.164], [-0.758, 0.058, 0.330], [0.157, -0.507, 0.148], [0.272, 0.162, 0.264], [0.033, -0.084, 0.096], [-0.024, -0.337, -0.322], [-0.278, -0.184, 0.509], [-0.146, 0.556, 0.520], [0.565, -0.215, 0.028], [0.053, -0.041, -0.333], [0.406, 0.593, 0.177], [0.107, 0.035, -0.433], [-0.306, -0.374, 0.326], [-0.078, -0.281, 0.036], [-0.248, -0.037, -0.170], [0.653, -0.084, -0.160], [-0.878, -0.010, 0.653], [0.254, -0.657, -0.211], [0.603, 0.408, 0.404], [-0.374, -0.032, 0.637], [0.217, -0.103, -0.058], [0.007, 0.127, -0.312], [0.219, 0.324, 0.843], [-0.008, 0.110, 0.027], [-0.308, 0.125, 0.099], [0.060, -0.419, -0.338], [0.666, -0.284, 0.328], [-0.225, -0.250, 0.275], [-0.158, 0.803, -0.610], [0.016, -0.555, -0.028], [0.622, -0.411, -1.276], [-0.243, -0.545, -0.319], [-0.475, 0.501, 0.343], [-1.706, 0.662, -0.214], [-0.228, -0.256, -0.351], [0.724, 0.366, 1.382], [0.521, -0.361, -0.784], [0.082, 0.083, 0.615], [-0.043, 0.266, 0.346], [0.451, 0.058, 0.023], [-0.033, 0.017, -0.153], [0.197, 0.624, 0.717], [0.002, -0.150, -0.214], [0.382, -0.266, 0.082], [-0.564, -0.059, 0.021], [-0.226, 0.002, 0.237], [0.409, 0.000, 0.273], [-0.172, 0.487, -0.185], [0.574, -0.246, -0.059], [-0.196, -0.320, -0.486]]}

---

no.,total energy (eV)
1,-23107.1875
2,-156399.9644